(P)
# C3H5NS3

One molecule with the formula C3H5NS3 (ωB97M-V with the def2-TZVPD basis set, the Open Molecules 2025 dataset).

Atoms and positions in Å:
C 1.4519 -0.2316 -0.0457
C 0.2774 -0.8309 0.8292
C -0.5508 1.2390 0.1348
N -0.9552 -0.1662 0.2541
S 2.5234 -1.1562 -0.8454
S 1.2999 1.4328 -0.2898
S -1.7561 -0.8367 -0.9903
H -0.0289 -1.8749 0.7113
H 0.4032 -0.3976 1.8331
H -0.9744 1.9858 -0.7048
H -0.7720 1.7959 1.1137
H -0.9185 -0.9594 -2.0004

The HOMO-LUMO gap comes out at 8.239 eV. Its total charge is 0. Its HOMO energy is -8.6 eV. The SMILES is S=C1CN(S)CS1. Its LUMO energy is -0.36 eV.

(Q)
# C3H5NS3

One molecule with the formula C3H5NS3 (ωB97M-V with the def2-TZVPD basis set, the Open Molecules 2025 dataset).

Atoms and positions in Å:
C -0.1470 -1.9251 0.7041
C 0.0682 0.4809 0.2668
C 1.5321 0.3173 0.5354
H -0.8545 -2.5111 1.2073
H 0.5898 -1.6119 1.4444
H 0.4126 -2.4256 -0.0375
H -2.2046 0.6634 -0.8201
H 1.8762 0.6942 1.4923
N -0.6425 -0.6342 0.1986
S -2.2147 -0.6340 -0.4436
S -0.5418 1.9824 0.1452
S 2.5038 -0.3240 -0.5588

The HOMO-LUMO gap comes out at 7.673 eV. Its total charge is 0. Its HOMO energy is -8.6 eV. The SMILES is CN(S)C(=S)C=S. Its LUMO energy is -0.98 eV.

Which of them is the most stable? Correct choice: (Q).

(P)
# C66H62AsN5P3S4SbY

C66H62AsN5P3S4SbY as an isolated structure (ωB97M-V with the def2-TZVPD basis set, the Open Molecules 2025 dataset).

Atoms and positions in Å:
Y 0.0487 -0.4649 0.5734
C -0.8746 2.9755 1.5629
P -2.5942 2.3456 1.9364
C -3.1685 3.6718 3.0939
C -2.8820 3.7413 4.4569
C -3.3266 4.8139 5.2215
C -4.0653 5.8350 4.6360
C -4.3619 5.7758 3.2812
C -3.9212 4.6991 2.5212
C -2.2641 0.9475 3.0760
C -3.3325 0.0711 3.2766
C -3.2110 -1.0140 4.1304
C -2.0104 -1.2502 4.7903
C -0.9376 -0.3962 4.5904
C -1.0640 0.6962 3.7390
C -0.5406 2.7850 0.1223
C -0.3760 3.7656 -0.8275
C -0.2246 3.1015 -2.0754
C -0.3218 1.7531 -1.8165
C -0.4998 0.6512 -2.8198
P -1.4326 -0.6868 -1.9727
C -3.1360 0.0097 -1.8082
C -4.1780 -0.8865 -1.5599
C -5.4784 -0.4390 -1.3890
C -5.7656 0.9199 -1.4554
C -4.7367 1.8198 -1.6840
C -3.4296 1.3716 -1.8523
C -1.7068 -1.9138 -3.2933
C -2.0687 -3.2159 -2.9539
C -2.3616 -4.1433 -3.9476
C -2.2780 -3.7829 -5.2850
C -1.8912 -2.4924 -5.6334
C -1.6086 -1.5634 -4.6426
N -0.4938 1.5364 -0.4546
H -0.8836 4.0404 1.7913
H -0.1314 2.5158 2.2160
H -2.3166 2.9473 4.9325
H -3.0948 4.8510 6.2796
H -4.4142 6.6680 5.2345
H -4.9448 6.5627 2.8173
H -4.1646 4.6469 1.4644
H -4.2576 0.2327 2.7333
H -4.0420 -1.6961 4.2570
H -1.9044 -2.1125 5.4366
H 0.0063 -0.5805 5.0902
H -0.2111 1.3494 3.6109
H -0.3830 4.8323 -0.6451
H -0.1093 3.5520 -3.0515
H -1.0095 1.0427 -3.6999
H 0.4428 0.2068 -3.1504
H -3.9738 -1.9485 -1.4826
H -6.2671 -1.1571 -1.1979
H -6.7824 1.2710 -1.3239
H -4.9409 2.8842 -1.7241
H -2.6484 2.1051 -2.0066
H -2.0917 -3.5441 -1.9178
H -2.6205 -5.1509 -3.6425
H -2.5033 -4.5080 -6.0587
H -1.8137 -2.2075 -6.6763
H -1.3119 -0.5638 -4.9312
S -2.1168 -6.3022 -1.0284
Sb -1.3706 -5.5531 1.0114
S -1.9715 -1.9171 1.1865
S -0.4301 -3.0168 0.2522
S 0.6214 -6.7176 1.3894
N 2.1928 0.8524 3.8099
C 2.5611 1.6311 2.7464
C 3.4759 2.6870 2.9199
C 3.7538 3.5142 1.8615
C 3.1292 3.2932 0.6339
C 2.2644 2.2294 0.5433
N 1.9782 1.3943 1.5650
H 2.8352 0.8139 4.5820
H 1.7556 -0.0312 3.5658
H 3.9308 2.8375 3.8912
H 4.4444 4.3408 1.9863
H 3.3096 3.9212 -0.2271
H 1.7705 2.0129 -0.3987
N 2.8413 -5.5224 3.4195
C 2.4167 -4.2456 3.1831
C 3.2501 -3.2554 2.6421
C 2.7121 -2.0300 2.3306
N 1.4260 -1.7035 2.5185
C 0.6559 -2.6308 3.1346
C 1.1000 -3.8748 3.4850
H 3.6863 -5.7769 2.9316
H 2.0923 -6.1920 3.2292
H 4.2865 -3.4660 2.4035
H 3.3383 -1.2623 1.8867
H -0.3847 -2.3652 3.2806
H 0.4162 -4.5978 3.9085
C 3.2829 0.0283 -2.9167
C 4.3160 -0.6785 -3.7764
As 5.3794 0.5291 -4.9128
C 5.7517 1.8549 -3.5223
C 4.9484 2.9579 -3.2337
C 5.2716 3.8087 -2.1830
C 6.3972 3.5640 -1.4058
C 7.2003 2.4665 -1.6842
C 6.8810 1.6218 -2.7401
C 3.9278 1.4203 -5.8649
C 4.1475 2.6739 -6.4361
C 3.1696 3.2806 -7.2127
C 1.9614 2.6338 -7.4434
C 1.7397 1.3782 -6.8966
C 2.7184 0.7748 -6.1142
P 2.6294 -0.8921 -1.4547
C 4.2378 -1.1572 -0.5796
C 4.7987 -0.0263 0.0201
C 6.0099 -0.0927 0.6942
C 6.6964 -1.2984 0.7688
C 6.1715 -2.4209 0.1421
C 4.9551 -2.3518 -0.5289
C 2.1947 -2.5502 -2.0951
C 1.6651 -2.6872 -3.3762
C 1.1555 -3.9080 -3.8037
C 1.1418 -4.9999 -2.9476
C 1.6656 -4.8820 -1.6656
C 2.1894 -3.6666 -1.2504
H 2.4319 0.3587 -3.5134
H 3.7074 0.9304 -2.4781
H 3.8689 -1.4321 -4.4228
H 5.0587 -1.2036 -3.1714
H 4.0563 3.1473 -3.8177
H 4.6367 4.6601 -1.9670
H 6.6464 4.2267 -0.5856
H 8.0760 2.2654 -1.0795
H 7.5127 0.7652 -2.9491
H 5.0890 3.1850 -6.2682
H 3.3522 4.2582 -7.6417
H 1.1981 3.1055 -8.0500
H 0.8031 0.8641 -7.0751
H 2.5276 -0.2081 -5.6990
H 4.2859 0.9274 -0.0394
H 6.4138 0.8000 1.1576
H 7.6372 -1.3607 1.3032
H 6.7102 -3.3613 0.1697
H 4.5704 -3.2386 -1.0126
H 1.6178 -1.8332 -4.0468
H 0.7217 -3.9868 -4.7937
H 0.6742 -5.9306 -3.2449
H 1.6080 -5.7121 -0.9661
H 2.5295 -3.5811 -0.2247

The HOMO-LUMO gap comes out at 5.502 eV. Its total charge is -1. Its HOMO energy is -3.7 eV. Its LUMO energy is 1.80 eV.

(Q)
# C66H62AsN5P3S4SbY

C66H62AsN5P3S4SbY as an isolated structure (ωB97M-V with the def2-TZVPD basis set, the Open Molecules 2025 dataset).

Atoms and positions in Å:
Y -0.0978 0.5297 -0.0761
C 2.3689 0.4281 -2.8712
P 1.7646 1.9588 -2.0567
C 0.8177 2.7792 -3.3831
C -0.6656 2.4535 -3.4320
C -1.3534 3.0580 -4.6167
C -0.7729 3.9833 -5.4127
C 0.5580 4.3979 -5.1755
C 1.3172 3.7695 -4.1685
C 3.3149 2.9350 -1.8779
C 3.6542 3.5998 -0.5834
C 5.0538 4.0815 -0.4854
C 5.8711 4.1583 -1.5659
C 5.4394 3.6644 -2.8144
C 4.1916 3.0222 -2.9215
C 2.6692 -0.5837 -1.8146
C 3.8129 -1.3202 -1.6510
C 3.5772 -2.1828 -0.5478
C 2.3086 -1.9100 -0.1143
C 1.5881 -2.5527 1.0275
P 1.1089 -1.1864 2.1621
C 0.2069 -2.0271 3.5093
C -0.5129 -3.1980 3.2883
C -1.2845 -3.7522 4.3010
C -1.3346 -3.1539 5.5500
C -0.6207 -1.9847 5.7799
C 0.1308 -1.4221 4.7633
C 2.7520 -0.8070 2.8584
C 3.2545 -1.3827 4.0205
C 4.5541 -1.1258 4.4275
C 5.3719 -0.3000 3.6678
C 4.8882 0.2556 2.4933
C 3.5859 0.0041 2.0907
N 1.7196 -0.8980 -0.8604
H 1.5702 0.0859 -3.5378
H 3.2562 0.6022 -3.4821
H -1.0613 2.9543 -2.5160
H -2.3585 2.7101 -4.8071
H -1.3244 4.4033 -6.2429
H 1.0105 5.1626 -5.7868
H 2.3382 4.1042 -4.0293
H 3.3873 2.9363 0.2481
H 5.3817 4.4268 0.4857
H 6.8624 4.5806 -1.4682
H 6.0817 3.7283 -3.6811
H 3.9379 2.5633 -3.8709
H 4.6947 -1.2562 -2.2644
H 4.2474 -2.9075 -0.1183
H 0.6794 -3.0629 0.6911
H 2.2211 -3.2856 1.5341
H -0.4941 -3.6803 2.3212
H -1.8418 -4.6590 4.1110
H -1.9276 -3.5929 6.3406
H -0.6627 -1.4993 6.7449
H 0.6547 -0.4914 4.9423
H 2.6361 -2.0433 4.6191
H 4.9284 -1.5748 5.3374
H 6.3844 -0.0953 3.9877
H 5.5171 0.8838 1.8790
H 3.2248 0.4281 1.1604
S 0.2924 5.9378 2.5327
Sb 2.1717 4.7936 2.1263
S 1.3006 2.3807 1.5963
S -0.3578 2.9970 0.4526
S 2.5144 5.0603 -0.3199
N -3.5816 -1.2396 0.6589
C -2.7317 -2.1259 0.0858
C -3.0435 -3.4978 0.0544
C -2.2306 -4.3457 -0.6498
C -1.1216 -3.8345 -1.3223
C -0.8723 -2.4875 -1.2035
N -1.6329 -1.6316 -0.4887
H -4.3002 -1.5831 1.2710
H -3.2434 -0.3002 0.8265
H -3.9301 -3.8501 0.5627
H -2.4617 -5.4026 -0.6906
H -0.4645 -4.4511 -1.9155
H -0.0119 -2.0472 -1.6878
N -3.8611 1.5969 6.1873
C -3.1586 1.3004 5.0390
C -2.4456 2.2740 4.3473
C -1.7973 1.9413 3.1746
N -1.7945 0.7129 2.6385
C -2.4485 -0.2180 3.3396
C -3.1483 0.0128 4.5063
H -3.6296 2.4575 6.6546
H -4.0820 0.8295 6.8002
H -2.3876 3.2922 4.7027
H -1.2674 2.7030 2.6186
H -2.4014 -1.2308 2.9614
H -3.6459 -0.8101 5.0020
C -4.7150 0.8693 -0.9843
C -5.7720 1.4117 -1.9225
As -7.6015 1.1502 -1.2397
C -7.1449 1.7576 0.5661
C -6.7540 0.9414 1.6230
C -6.2992 1.4951 2.8117
C -6.2171 2.8720 2.9575
C -6.6002 3.6931 1.9092
C -7.0677 3.1384 0.7263
C -7.6310 -0.7832 -0.9606
C -8.4724 -1.3432 -0.0026
C -8.5593 -2.7194 0.1501
C -7.8151 -3.5592 -0.6663
C -6.9973 -3.0138 -1.6430
C -6.9114 -1.6362 -1.7917
P -2.9739 1.3708 -1.2968
C -3.2837 3.1744 -1.1561
C -3.4443 3.6510 0.1460
C -3.6836 4.9912 0.3930
C -3.7691 5.8864 -0.6660
C -3.6336 5.4218 -1.9662
C -3.4000 4.0747 -2.2051
C -2.5313 0.7749 -2.9113
C -3.2323 -0.3113 -3.4284
C -2.7825 -1.1449 -4.4340
C -1.5338 -0.7982 -5.0226
C -0.7564 0.2007 -4.5546
C -1.0833 0.9623 -3.3047
H -4.7688 -0.2155 -0.9001
H -4.8988 1.2679 0.0221
H -5.6980 1.0123 -2.9372
H -5.6944 2.5037 -2.0118
H -6.7655 -0.1361 1.5132
H -5.9849 0.8468 3.6199
H -5.8410 3.3005 3.8755
H -6.5193 4.7681 2.0007
H -7.3474 3.7972 -0.0887
H -9.0683 -0.7026 0.6384
H -9.2125 -3.1345 0.9062
H -7.8794 -4.6323 -0.5466
H -6.4183 -3.6563 -2.2934
H -6.2748 -1.2357 -2.5663
H -3.3413 2.9699 0.9852
H -3.7610 5.3412 1.4129
H -3.9145 6.9402 -0.4776
H -3.6952 6.1058 -2.8018
H -3.3041 3.7281 -3.2259
H -4.1977 -0.5397 -2.9982
H -3.3785 -1.9633 -4.8049
H -1.2005 -1.3221 -5.9130
H 0.1579 0.4616 -5.0716
H -0.3856 0.5494 -2.4590

The HOMO-LUMO gap (spin up / spin down) comes out at 5.024 / 4.874 eV. Its total charge is -1. Its HOMO energy (spin up / spin down) is -3.2 / -3.2 eV. Its LUMO energy (spin up / spin down) is 1.80 / 1.65 eV.

Which of them is the most stable? Correct choice: (P).

(P)
# C3H5F2N

A 2-piece molecular cluster, C3H5F2N overall (ωB97M-V with the def2-TZVPD basis set, the Open Molecules 2025 dataset).

Atoms and positions in Å:
C 0.1657 0.6595 1.0569
C 0.8062 0.6591 -0.2263
C -0.0137 -0.5416 -0.0071
N -1.2928 -0.7704 -0.6303
F 2.1416 0.4728 -0.4156
F 0.6911 -1.6521 0.2638
H 0.7032 0.3379 1.9606
H -0.6644 1.2077 1.4415
H 0.3518 1.7942 -1.2867
H -1.7039 -1.7127 -0.6034
H -1.1847 -0.4543 -1.5535

The HOMO-LUMO gap comes out at 9.963 eV. Its total charge is 0. Its HOMO energy is -9.2 eV. Its LUMO energy is 0.74 eV.

(Q)
# C3H5F2N

A 2-piece molecular cluster, C3H5F2N overall (ωB97M-V with the def2-TZVPD basis set, the Open Molecules 2025 dataset).

Atoms and positions in Å:
C -0.8517 0.4404 1.3163
C -1.7323 0.6742 0.1095
C 0.3630 -0.1411 -0.9339
N -0.5262 0.5450 -0.2128
F -2.9611 0.6017 -0.4480
F -0.9380 -2.0767 -0.2603
H -0.6409 1.2258 1.9548
H -0.7833 -0.5648 1.7521
H 1.2846 -0.1569 -0.3727
H -0.2317 -1.5245 -0.4901
H 0.4381 0.0561 -2.0575

The HOMO-LUMO gap (spin up / spin down) comes out at 8.567 / 8.566 eV. Its total charge is 0. Its HOMO energy (spin up / spin down) is -8.0 / -8.0 eV. Its LUMO energy (spin up / spin down) is 0.57 / 0.57 eV.

Which of them is the most stable? Correct choice: (P).